The following is a quantum chemistry calculation of 12 unconnected molecules or ions with the total composition C50H70N6O22S6 at a distorted geometry, from OMol25.

Last columns: bonded neighbours and bond lengths (Å).
Positions of all 154 atoms, in Å:
1 O -3.315 5.004 -3.414  S2 1.447
2 S -2.102 4.365 -2.949  O1 1.447, O3 1.441, O4 1.525, C7 1.810
3 O -1.297 3.566 -3.838  S2 1.441
4 O -1.148 5.440 -2.440  S2 1.525, C5 1.495
5 C -1.700 6.663 -1.782  O4 1.495, C6 1.485, H8 1.101, H9 1.069
6 C -0.547 7.583 -1.618  C5 1.485, H10 1.116, H11 1.111, H12 1.066
7 C -2.413 3.454 -1.416  S2 1.810, H13 1.060, H14 1.092, H15 1.090
8 H -2.181 6.357 -0.840  C5 1.101
9 H -2.491 6.926 -2.453  C5 1.069
10 H -0.884 8.550 -1.174  C6 1.116
11 H -0.109 7.716 -2.630  C6 1.111
12 H 0.124 7.064 -0.973  C6 1.066
13 H -3.106 3.913 -0.759  C7 1.060
14 H -1.426 3.327 -0.965  C7 1.092
15 H -2.867 2.486 -1.625  C7 1.090
16 O 2.633 1.353 -0.711  S17 1.449
17 S 1.443 1.495 0.104  O16 1.449, O18 1.407, O19 1.519, C22 1.779
18 O 0.526 2.477 -0.313  S17 1.407
19 O 0.776 0.144 0.299  S17 1.519, C20 1.546
20 C -0.055 -0.344 -0.911  O19 1.546, C21 1.463, H23 1.095, H24 1.070
21 C -0.677 -1.634 -0.608  C20 1.463, H25 1.074, H26 1.084, H27 1.121
22 C 1.976 1.825 1.770  S17 1.779, H28 1.052, H29 1.092, H30 1.098
23 H 0.519 -0.465 -1.835  C20 1.095
24 H -0.806 0.414 -0.986  C20 1.070
25 H 0.063 -2.411 -0.628  C21 1.074
26 H -1.447 -1.888 -1.328  C21 1.084
27 H -1.182 -1.600 0.393  C21 1.121
28 H 2.560 2.694 1.867  C22 1.052
29 H 2.644 1.021 2.084  C22 1.092
30 H 1.095 1.871 2.424  C22 1.098
31 C 4.970 -2.128 -3.501  C32 1.396, C36 1.409, H40 1.110
32 C 4.518 -0.911 -2.988  C31 1.396, C33 1.403, H41 1.078
33 C 3.464 -0.259 -3.646  C32 1.403, C34 1.412, H42 1.058
34 C 2.874 -0.793 -4.813  C33 1.412, C35 1.362, N37 1.499
35 C 3.358 -1.968 -5.303  C34 1.362, C36 1.425, H43 1.076
36 C 4.387 -2.704 -4.648  C31 1.409, C35 1.425, H44 1.069
37 N 1.788 -0.076 -5.555  C34 1.499, O38 1.220, O39 1.229
38 O 1.530 -0.548 -6.650  N37 1.220
39 O 1.112 0.743 -4.934  N37 1.229
40 H 5.832 -2.666 -3.055  C31 1.110
41 H 4.948 -0.473 -2.102  C32 1.078
42 H 3.184 0.691 -3.275  C33 1.058
43 H 3.072 -2.371 -6.259  C35 1.076
44 H 4.761 -3.605 -5.087  C36 1.069
45 C -2.151 -0.185 -8.197  C46 1.425, C50 1.383, H54 1.049
46 C -2.718 1.063 -7.809  C45 1.425, C47 1.380, H55 1.076
47 C -2.916 1.384 -6.483  C46 1.380, C48 1.330, H56 1.097
48 C -2.506 0.551 -5.530  C47 1.330, C49 1.399, N51 1.488
49 C -1.896 -0.665 -5.851  C48 1.399, C50 1.388, H57 1.067
50 C -1.723 -1.021 -7.181  C45 1.383, C49 1.388, H58 1.068
51 N -2.581 0.979 -4.106  C48 1.488, O52 1.208, O53 1.209
52 O -1.859 0.529 -3.248  N51 1.208
53 O -3.487 1.725 -3.820  N51 1.209
54 H -1.929 -0.397 -9.200  C45 1.049
55 H -2.882 1.806 -8.570  C46 1.076
56 H -3.401 2.318 -6.172  C47 1.097
57 H -1.594 -1.291 -5.040  C49 1.067
58 H -1.396 -2.016 -7.389  C50 1.068
59 C 0.890 4.987 0.986  C60 1.389, C64 1.361, H68 1.048
60 C -0.396 5.075 1.503  C59 1.389, C61 1.373, H69 1.087
61 C -0.651 5.240 2.842  C60 1.373, C62 1.352, H70 1.085
62 C 0.391 5.299 3.701  C61 1.352, C63 1.411, N65 1.467
63 C 1.696 5.313 3.166  C62 1.411, C64 1.373, H71 1.122
64 C 1.949 5.099 1.833  C59 1.361, C63 1.373, H72 1.075
65 N 0.161 5.459 5.141  C62 1.467, O66 1.190, O67 1.221
66 O -0.933 5.707 5.540  N65 1.190
67 O 1.089 5.326 5.923  N65 1.221
68 H 0.972 4.987 -0.059  C59 1.048
69 H -1.242 5.087 0.821  C60 1.087
70 H -1.629 5.307 3.309  C61 1.085
71 H 2.571 5.434 3.859  C63 1.122
72 H 2.946 5.165 1.438  C64 1.075
73 C 3.062 -2.109 -0.076  C74 1.352, C78 1.414, H82 1.084
74 C 3.142 -1.904 1.258  C73 1.352, C75 1.361, H83 1.057
75 C 3.302 -2.927 2.141  C74 1.361, C76 1.377, H84 1.089
76 C 3.283 -4.236 1.714  C75 1.377, C77 1.389, N79 1.502
77 C 3.261 -4.525 0.356  C76 1.389, C78 1.419, H85 1.070
78 C 3.151 -3.438 -0.549  C73 1.414, C77 1.419, H86 1.080
79 N 3.326 -5.369 2.698  C76 1.502, O80 1.231, O81 1.185
80 O 3.007 -6.485 2.287  N79 1.231
81 O 3.614 -5.117 3.820  N79 1.185
82 H 2.851 -1.266 -0.723  C73 1.084
83 H 3.079 -0.916 1.629  C74 1.057
84 H 3.403 -2.693 3.200  C75 1.089
85 H 3.351 -5.486 -0.104  C77 1.070
86 H 3.138 -3.558 -1.622  C78 1.080
87 C -0.769 -5.860 -0.079  C88 1.403, C92 1.413, H96 1.099
88 C -2.083 -5.375 -0.150  C87 1.403, C89 1.356, H97 1.093
89 C -3.122 -5.895 0.548  C88 1.356, C90 1.397, H98 1.074
90 C -2.885 -7.006 1.361  C89 1.397, C91 1.424, N93 1.473
91 C -1.588 -7.577 1.501  C90 1.424, C92 1.417, H99 1.094
92 C -0.556 -7.011 0.713  C87 1.413, C91 1.417, H100 1.110
93 N -3.995 -7.512 2.187  C90 1.473, O94 1.196, O95 1.225
94 O -5.025 -6.906 2.223  N93 1.196
95 O -3.839 -8.554 2.813  N93 1.225
96 H 0.109 -5.610 -0.691  C87 1.099
97 H -2.301 -4.547 -0.831  C88 1.093
98 H -4.116 -5.524 0.388  C89 1.074
99 H -1.302 -8.347 2.224  C91 1.094
100 H 0.481 -7.396 0.809  C92 1.110
101 C 5.544 0.630 1.238  C102 1.410, C106 1.393, H110 1.103
102 C 5.334 0.624 2.632  C101 1.410, C103 1.408, H111 1.122
103 C 5.289 1.820 3.375  C102 1.408, C104 1.376, H112 1.103
104 C 5.332 3.036 2.732  C103 1.376, C105 1.418, N107 1.479
105 C 5.571 3.088 1.334  C104 1.418, C106 1.424, H113 1.100
106 C 5.707 1.866 0.617  C101 1.393, C105 1.424, H114 1.098
107 N 5.186 4.285 3.511  C104 1.479, O108 1.201, O109 1.187
108 O 5.224 5.344 2.946  N107 1.201
109 O 4.977 4.205 4.677  N107 1.187
110 H 5.582 -0.325 0.688  C101 1.103
111 H 5.345 -0.321 3.237  C102 1.122
112 H 5.231 1.721 4.473  C103 1.103
113 H 5.527 3.998 0.718  C105 1.100
114 H 5.964 1.991 -0.443  C106 1.098
115 C 2.818 1.650 6.014  S116 1.817, H119 1.085, H120 1.099, H121 1.076
116 S 2.263 0.408 4.809  C115 1.817, O117 1.527, C118 1.821
117 O 3.429 -0.546 4.559  S116 1.527
118 C 1.195 -0.431 6.023  S116 1.821, H122 1.072, H123 1.096, H124 1.095
119 H 1.908 2.099 6.397  C115 1.085
120 H 3.465 2.366 5.488  C115 1.099
121 H 3.325 1.030 6.731  C115 1.076
122 H 1.831 -0.741 6.828  C118 1.072
123 H 0.815 -1.300 5.474  C118 1.096
124 H 0.421 0.275 6.341  C118 1.095
125 C -3.107 1.116 4.232  S126 1.861, H129 1.107, H130 1.109, H131 1.080
126 S -2.288 2.305 3.058  C125 1.861, O127 1.508, C128 1.811
127 O -0.827 2.182 3.411  S126 1.508
128 C -2.544 1.303 1.571  S126 1.811, H132 1.093, H133 1.104, H134 1.113
129 H -2.832 0.101 3.885  C125 1.107
130 H -4.214 1.164 4.247  C125 1.109
131 H -2.731 1.318 5.223  C125 1.080
132 H -3.581 1.051 1.333  C128 1.093
133 H -1.783 0.506 1.642  C128 1.104
134 H -2.165 1.996 0.787  C128 1.113
135 C -5.524 -2.029 -2.402  S136 1.770, H139 1.097, H140 1.092, H141 1.118
136 S -4.058 -2.159 -3.386  C135 1.770, O137 1.462, C138 1.894
137 O -3.111 -2.912 -2.565  S136 1.462
138 C -4.810 -3.404 -4.599  S136 1.894, H142 1.076, H143 1.107, H144 1.079
139 H -6.412 -1.549 -2.831  C135 1.097
140 H -5.335 -1.557 -1.436  C135 1.092
141 H -5.763 -3.103 -2.204  C135 1.118
142 H -4.114 -3.692 -5.367  C138 1.076
143 H -5.746 -2.938 -4.958  C138 1.107
144 H -4.873 -4.268 -3.954  C138 1.079
145 C -3.183 -2.904 2.766  S146 1.873, H149 1.086, H150 1.077, H151 1.029
146 S -4.548 -1.693 2.343  C145 1.873, O147 1.492, C148 1.831
147 O -4.166 -1.139 1.013  S146 1.492
148 C -5.823 -2.973 2.040  S146 1.831, H152 1.067, H153 1.101, H154 1.088
149 H -2.323 -2.341 3.114  C145 1.086
150 H -2.804 -3.310 1.843  C145 1.077
151 H -3.440 -3.585 3.493  C145 1.029
152 H -6.728 -2.466 1.791  C148 1.067
153 H -6.007 -3.589 2.935  C148 1.101
154 H -5.604 -3.616 1.190  C148 1.088

Computed properties:
HOMO	-9.227	eV
net charge	0
LUMO level	-0.63	eV
multiplicity	1
frontier orbital gap	0.3159	Eh

Atomic partial charges in e from the Löwdin method, atoms 1 to 99: number 1, O, carries -0.2890; number 2, S, carries 0.5576; number 3, O, carries -0.2644; number 4, O, carries -0.2706; number 5, C, carries -0.2238; number 6, C, carries -0.0535; number 7, C, carries -0.1200; number 8, H, carries 0.1129; number 9, H, carries 0.0990; number 10, H, carries 0.1051; number 11, H, carries 0.1038; number 12, H, carries 0.0504; number 13, H, carries 0.0571; number 14, H, carries 0.0317; number 15, H, carries 0.0515; number 16, O, carries -0.2925; number 17, S, carries 0.5139; number 18, O, carries -0.2662; number 19, O, carries -0.2541; number 20, C, carries -0.1801; number 21, C, carries -0.0598; number 22, C, carries -0.1140; number 23, H, carries 0.1291; number 24, H, carries 0.0845; number 25, H, carries 0.0668; number 26, H, carries 0.0589; number 27, H, carries 0.0913; number 28, H, carries 0.0323; number 29, H, carries 0.0245; number 30, H, carries 0.0390; number 31, C, carries -0.0854; number 32, C, carries -0.0723; number 33, C, carries 0.0090; number 34, C, carries -0.1305; number 35, C, carries -0.0184; number 36, C, carries -0.0465; number 37, N, carries -0.3195; number 38, O, carries 0.0650; number 39, O, carries 0.0911; number 40, H, carries 0.1172; number 41, H, carries 0.0984; number 42, H, carries 0.0954; number 43, H, carries 0.1120; number 44, H, carries 0.0953; number 45, C, carries -0.0411; number 46, C, carries -0.0368; number 47, C, carries -0.0223; number 48, C, carries -0.1570; number 49, C, carries -0.0204; number 50, C, carries -0.0762; number 51, N, carries -0.3318; number 52, O, carries 0.0702; number 53, O, carries 0.0516; number 54, H, carries 0.0893; number 55, H, carries 0.1031; number 56, H, carries 0.1392; number 57, H, carries 0.1024; number 58, H, carries 0.1029; number 59, C, carries -0.0786; number 60, C, carries -0.0553; number 61, C, carries -0.0468; number 62, C, carries -0.1432; number 63, C, carries 0.0176; number 64, C, carries -0.0859; number 65, N, carries -0.3574; number 66, O, carries 0.0904; number 67, O, carries 0.0671; number 68, H, carries 0.0953; number 69, H, carries 0.0952; number 70, H, carries 0.1166; number 71, H, carries 0.1250; number 72, H, carries 0.1073; number 73, C, carries -0.0712; number 74, C, carries -0.0870; number 75, C, carries 0.0027; number 76, C, carries -0.1279; number 77, C, carries 0.0000; number 78, C, carries -0.0374; number 79, N, carries -0.3559; number 80, O, carries 0.0475; number 81, O, carries 0.1086; number 82, H, carries 0.0864; number 83, H, carries 0.0710; number 84, H, carries 0.1115; number 85, H, carries 0.1082; number 86, H, carries 0.0931; number 87, C, carries -0.0445; number 88, C, carries -0.0839; number 89, C, carries -0.0350; number 90, C, carries -0.1264; number 91, C, carries 0.0209; number 92, C, carries -0.0623; number 93, N, carries -0.3679; number 94, O, carries 0.0724; number 95, O, carries 0.0676; number 96, H, carries 0.1093; number 97, H, carries 0.0925; number 98, H, carries 0.1090; number 99, H, carries 0.1213